C5H8O | the ωB97M-V functional and the def2-TZVPD basis

Computed properties:
* LUMO energy: 0.5 eV
* Kohn-Sham gap: 9.503 eV
* total energy: -270.4132 Eh
* ΔE to the lowest compared entry with this formula, charge and spin: 90.8 kcal per mole

Element x y z (Å)
O1 2.748 -0.103 0.393
C1 1.503 -0.161 0.234
C2 0.425 0.624 0.900
C3 -0.800 0.772 -0.009
C4 -1.444 -0.565 -0.381
C5 1.627 -1.235 -0.619
H1 0.167 0.099 1.830
H2 0.846 1.593 1.190
H3 -1.540 1.412 0.484
H4 -0.493 1.301 -0.920
H5 -2.210 -0.425 -1.149
H6 -1.918 -1.035 0.488
H7 -0.711 -1.282 -0.769
H8 1.801 -0.995 -1.672